1.
The following is a quantum chemistry calculation of C21H20F3N3O3 in the gas phase, from the Open Molecules 2025 dataset.

## Properties
HOMO energy in eV: -8.69
Energy above the lowest of the compared OMol25 structures with the same formula, charge and spin in eV: 3.769
Kohn-Sham gap in eV: 8.866
LUMO energy in eV: 0.17
SMILES: CN1C(=O)[C@@](c2ccc(OC(F)F)cc2)(c2cccc(C(=O)CCCF)c2)N=C1N
2S+1: 1

The geometry in XYZ format:
```
50
C21H20F3N3O3 (ωB97M-V/def2-TZVPD)
O -3.70365 0.51679 -1.71094
O -0.40651 3.00952 0.91926
F 0.91695 -3.45438 4.19456
F 3.31450 -3.69928 3.78726
F -3.85157 -4.30744 -1.93534
N 2.55138 2.09752 -0.57181
O 2.43310 -1.79391 4.74501
C -3.04496 -0.49227 -2.03213
C 0.62188 2.82971 0.33260
C 2.45996 3.36847 -0.71290
C 0.50589 -1.83737 -1.65886
C 3.15918 -0.64332 2.68517
C 0.88318 -0.60151 3.41576
C -0.85975 -1.67459 -2.00322
C 2.88334 0.34335 1.69425
C 0.56569 0.32403 2.33207
C 1.15540 -0.75736 -1.16688
C -0.89876 0.57267 -1.11887
C 2.18318 -1.02867 3.59988
C -1.58382 -0.56159 -1.67519
C 1.58595 0.73003 1.33070
C 0.54973 0.52769 -0.86780
N 3.44699 3.95902 -1.41283
N 1.28654 3.85887 -0.30891
C 2.23972 -3.21930 4.54809
C 0.69945 5.19042 -0.46125
C -4.53071 -3.22948 -1.34240
C -3.65760 -1.40983 -3.08518
C -4.88739 -2.17581 -2.45790
C 1.27501 1.51871 0.07097
H 1.00652 -2.82902 -1.78881
H 4.08918 -1.27953 2.79379
H 0.15544 -0.87975 4.11755
H -1.20112 -2.60016 -2.39618
H 3.73650 0.66202 1.08090
H -0.46836 0.61701 2.27825
H 2.20115 -1.00694 -0.89808
H -1.47751 1.44331 -0.73235
H 4.19300 3.37114 -1.83150
H 3.58970 4.97071 -1.41871
H 2.48754 -3.63914 5.57044
H -0.38774 5.11734 -0.90231
H 1.29419 5.72568 -1.26385
H 0.74178 5.87473 0.36975
H -3.94367 -2.74038 -0.55713
H -5.43009 -3.77469 -0.78474
H -3.99319 -0.79564 -3.92171
H -2.84836 -2.05971 -3.58257
H -5.46638 -2.66043 -3.27942
H -5.57090 -1.47725 -1.98650
```

***

2.
The following is a quantum chemistry calculation of a molecular structure, C23H25BrCl2I3N2O7S2Tl, from the Open Molecules 2025 dataset.

## Properties
HOMO energy in eV: -2.31
Charge: -2
Energy above the lowest of the compared OMol25 structures with the same formula, charge and spin in eV: 0.000
Kohn-Sham gap in eV: 6.147
LUMO energy in eV: 3.84
2S+1: 1

The geometry in XYZ format:
```
66
C23H25BrCl2I3N2O7S2Tl (ωB97M-V/def2-TZVPD)
Tl 1.56649 -0.15793 0.29382
I 4.29408 2.83678 -0.02112
C 5.52933 1.47926 1.09649
I 4.25726 -0.27804 2.05463
H 5.97202 2.09864 1.87076
H 6.29154 1.14434 0.39804
C -1.40772 -1.98595 -4.92032
C -0.08516 -1.50160 -4.40801
C 0.78614 -0.74835 -5.18269
C 1.99366 -0.31430 -4.65516
C 2.28078 -0.68847 -3.35293
Br 3.94351 -0.22471 -2.56188
N 1.46676 -1.38072 -2.59328
C 0.30470 -1.77550 -3.09858
H -1.51340 -1.80043 -5.98946
H -2.20267 -1.45106 -4.39764
H -1.52650 -3.05404 -4.73382
H 0.52178 -0.49425 -6.20313
H 2.68819 0.29013 -5.22047
H -0.33130 -2.31560 -2.40770
Cl -2.02336 0.69361 7.43487
C -1.72231 0.85619 5.71852
C -2.80652 0.93759 4.85187
C -2.56752 1.05269 3.50730
Cl -3.96090 1.14023 2.45912
C -1.25606 1.10698 2.89602
O -1.10302 1.17839 1.65620
C -0.18896 1.07849 3.87282
C 1.21577 1.18483 3.48369
O 1.68517 1.62108 2.44862
C -0.43828 0.91297 5.23152
H -3.81900 0.90879 5.23069
H 1.91139 0.91513 4.30801
H 0.40552 0.85399 5.90976
O 1.76482 -3.64331 2.95383
S 2.13491 -2.35804 2.37093
O 3.29838 -1.84308 3.19996
O 1.02534 -1.38548 2.46579
O 2.56050 -2.51014 0.96693
I 0.57122 -6.14013 1.74885
C -0.24059 -4.26488 1.34782
C -1.18189 -3.71517 2.19581
C -1.81441 -2.55170 1.79640
C -1.46937 -1.99315 0.57500
N -0.52376 -2.50231 -0.21058
C 0.08171 -3.62389 0.16924
H -1.39962 -4.16421 3.15473
H -2.55478 -2.08513 2.42966
H -1.95868 -1.10550 0.19644
H 0.84667 -4.00547 -0.49464
C 0.65607 3.54665 -1.72589
C -0.16307 2.76534 -2.74380
S -1.04833 1.35020 -1.95871
O -1.87242 0.78271 -3.07041
C -2.22554 2.33400 -0.95005
C -3.44425 2.75021 -1.74752
H 1.48882 4.06730 -2.20020
H 1.07903 2.86690 -0.98249
H 0.05343 4.28727 -1.20141
H 0.48528 2.27775 -3.47396
H -0.90005 3.36684 -3.27809
H -1.66993 3.17192 -0.53497
H -2.48454 1.66840 -0.13358
H -3.20374 3.52787 -2.47539
H -4.22115 3.12227 -1.07840
H -3.83144 1.88682 -2.28787
```

***

3.
The following is a quantum chemistry calculation of C4H7NO2 in the gas phase, from the Open Molecules 2025 dataset.

## Properties
HOMO energy in eV: -10.01
Energy above the lowest of the compared OMol25 structures with the same formula, charge and spin in eV: 0.037
Kohn-Sham gap in eV: 10.767
LUMO energy in eV: 0.76
SMILES: C[C@H]1CNC(=O)O1
2S+1: 1

The geometry in XYZ format:
```
14
C4H7NO2 (ωB97M-V/def2-TZVPD)
C -1.53395 -0.93540 0.04364
C -0.34839 -0.27448 -0.63282
C -0.00781 1.12958 -0.07154
N 1.24546 0.86638 0.59256
C 1.77023 -0.36137 0.27037
O 2.86016 -0.79094 0.54209
O 0.83040 -1.06217 -0.41841
H -1.41179 -0.92516 1.13195
H -1.62785 -1.97338 -0.28730
H -2.45744 -0.40349 -0.21132
H -0.50661 -0.23399 -1.71498
H -0.77396 1.47199 0.63419
H 0.08997 1.87784 -0.86766
H 1.88568 1.59256 0.86962
```

***

4.
The following is a quantum chemistry calculation of C4H9NO2 in the gas phase, from the Open Molecules 2025 dataset.

## Properties
HOMO energy in eV: -9.83
Energy above the lowest of the compared OMol25 structures with the same formula, charge and spin in eV: 3.121
Kohn-Sham gap in eV: 10.600
LUMO energy in eV: 0.77
SMILES: N[C@H](C=O)CCO
2S+1: 1

The geometry in XYZ format:
```
16
C4H9NO2 (ωB97M-V/def2-TZVPD)
O -2.71735 -0.03463 -0.08112
C -1.78077 0.64771 -0.37356
C -0.44628 0.75933 0.30660
C -0.00445 -0.61366 -0.70547
C 1.46159 -0.81586 -0.33480
O 2.28632 0.35519 -0.25475
N -0.35654 0.37433 1.67330
H -1.74896 1.19311 -1.33980
H -0.07104 1.75719 0.13239
H -0.08249 -0.53744 -1.78369
H -0.74205 -1.23814 -0.22021
H 1.94857 -1.35501 -1.15891
H 1.66686 -1.41867 0.55337
H 1.69540 1.11407 -0.31118
H -1.28330 0.28230 2.07377
H 0.17450 -0.46983 1.82407
```

***

5.
The following is a quantum chemistry calculation of 8 unconnected molecules or ions with the total composition C28H47N8O7, from the Open Molecules 2025 dataset.

## Properties
HOMO energy in eV: -9.84
Charge: +1
Energy above the lowest of the compared OMol25 structures with the same formula, charge and spin in eV: 0.000
Kohn-Sham gap in eV: 4.162
LUMO energy in eV: -5.67
2S+1: 1

The geometry in XYZ format:
```
90
C28H47N8O7 (ωB97M-V/def2-TZVPD)
C 2.65173 -1.22725 -1.10935
C 1.40825 -1.62028 -0.26839
C 1.01725 -0.62066 0.93014
C 0.10570 0.53934 0.44777
C -1.11632 -0.03884 -0.01983
C -0.89552 -1.14103 -1.20915
N 0.22461 -2.02121 -1.06121
O 0.37194 -2.98428 -1.91154
C -0.65004 -0.34228 -2.54602
C -2.24022 -1.89249 -1.45745
C 1.89026 -2.87388 0.57354
H 3.50041 -1.04029 -0.35576
H 2.11722 -0.33313 -1.49964
H 2.79588 -1.84670 -2.13763
H 1.81603 -0.14726 1.06422
H 0.50285 -0.86151 1.79318
H 0.50762 1.36851 -0.21037
H -0.32186 1.20530 1.27537
H -1.82316 0.77100 -0.36947
H -1.63333 -0.52073 0.79190
H -1.51548 0.36378 -2.77971
H -0.49837 -1.01945 -3.42004
H 0.30549 0.34816 -2.53395
H -2.38290 -2.41410 -0.40093
H -2.28906 -2.54667 -2.13839
H -3.32809 -1.31010 -1.39761
H 0.95761 -3.33541 0.98921
H 2.63626 -2.75436 1.44758
H 2.44643 -3.69250 -0.00973
N 3.59841 0.65312 -6.59795
C 2.45612 1.44354 -6.69952
C 1.40990 0.64633 -5.89973
C 1.96405 -0.66751 -5.71029
C 3.35853 -0.47737 -5.95705
H 4.49035 0.95934 -6.84851
H 2.28733 2.38116 -7.10756
H 0.28694 0.93382 -5.80674
H 1.35415 -1.46977 -5.19122
H 4.09957 -1.36357 -5.95468
N -3.66965 3.04130 0.67665
C -3.84317 2.76077 -0.68487
C -4.35014 1.38446 -0.78090
C -4.55282 0.88840 0.63328
C -3.89010 1.96156 1.57189
H -3.42741 3.84056 1.02170
H -3.27555 3.51316 -1.36172
H -4.59168 0.87565 -1.58523
H -4.97180 -0.11701 1.03295
H -3.52033 2.00680 2.69654
N -1.56974 -2.63885 3.53754
C -2.59302 -2.35075 2.62760
C -2.80481 -3.60667 1.80223
C -2.02695 -4.68240 2.42464
C -1.23051 -3.98747 3.53713
H -1.05559 -1.96630 4.06631
H -3.17458 -1.43928 2.55284
H -3.53843 -3.77557 0.97835
H -2.11651 -5.70640 2.20173
H -0.31247 -4.36356 4.20428
N -1.62943 -0.80270 6.45858
C -0.29095 -0.56776 6.27301
C -0.10413 0.12489 4.90614
C -1.49708 0.25582 4.41286
C -2.46511 -0.19424 5.50337
H -2.04817 -1.17650 7.39209
H 0.56962 -0.67246 6.92018
H 0.83692 0.42464 4.35946
H -1.79508 0.59243 3.40595
H -3.43390 -0.26080 5.54656
C -1.37175 4.90631 -4.25083
N -0.99785 4.27074 -3.03121
O -1.11310 4.82294 -1.98579
O -0.66492 3.08786 -3.16258
H -2.44334 4.95854 -4.43871
H -0.90732 4.32287 -5.07091
H -0.84559 5.96056 -4.33005
C 4.39660 -1.50002 5.19375
N 3.95442 -1.84417 3.83521
O 4.15860 -2.93301 3.39013
O 3.18828 -1.11702 3.27780
H 3.57223 -1.10580 5.71270
H 5.24922 -0.65171 5.22043
H 4.88224 -2.41918 5.79215
C 2.91731 3.32678 -2.47102
N 2.75310 3.84691 -1.08201
O 3.50698 4.72638 -0.72463
O 1.65683 3.51602 -0.55101
H 2.40258 2.15928 -2.56826
H 3.86613 3.38843 -2.59504
H 2.34538 3.86482 -3.19474
```

***

6.
The following is a quantum chemistry calculation of 4 unconnected molecules or ions with the total composition C4H16NO3, from the Open Molecules 2025 dataset.

## Properties
HOMO energy (spin up / spin down) in eV: -2.33 / -11.54
Energy above the lowest of the compared OMol25 structures with the same formula, charge and spin in eV: 1.927
Kohn-Sham gap (spin up / spin down) in eV: 2.854 / 11.984
LUMO energy (spin up / spin down) in eV: 0.52 / 0.44
2S+1: 2

The geometry in XYZ format:
```
24
C4H16NO3 (ωB97M-V/def2-TZVPD)
C 1.03311 0.35871 0.47688
N -0.36236 -0.13986 -0.09479
C -1.33397 0.10561 0.95426
C -0.68519 1.03927 2.00020
C 0.69835 1.44437 1.50520
H 1.55607 -0.50036 0.80594
H 1.66173 0.77030 -0.37265
H -0.39079 -1.12697 -0.34846
H -0.56186 0.49111 -0.96911
H -1.71488 -0.79520 1.36759
H -2.33022 0.58551 0.66408
H -1.16675 2.01798 2.15777
H -0.62762 0.58113 3.05840
H 1.53685 1.48810 2.27107
H 0.53766 2.47611 1.16582
H -0.83242 1.65118 -3.44297
H -0.72167 2.72654 -2.16252
O -0.61966 1.80195 -2.43698
H 2.34199 -3.00151 -0.77915
H 3.02312 -1.92788 0.30678
O 2.38694 -2.12385 -0.41064
H -0.60064 -2.61300 -2.42800
H -1.74012 -3.01580 -1.63380
O -1.08767 -2.29344 -1.65491
```

***

| no. | strongest force on any atom (eV Å⁻¹) |
| --- | --- |
| 1 | 4.1 |
| 2 | 3.7 |
| 3 | 0.4 |
| 4 | 3.9 |
| 5 | 10.5 |
| 6 | 3.5 |